# 1
ORCA calculation (ωB97M-V with the def2-TZVPD basis set) on C11H34F3O11V as an isolated structure in a non-equilibrium geometry.

Computed properties:
calculated total energy: -2510.6075 Eh
HOMO energy: -9.12 eV
ΔE to the lowest compared entry with this formula, charge and spin: 240.37 kJ/mol

Geometry as ORCA input:
```
! RIJCOSX wB97M-V def2-TZVPD def2/J DEFGRID3
* xyz 0 1
O -0.59 -0.66 0.70
V -0.83 -0.20 -0.81
O 0.22 0.99 -1.13
C 1.36 -1.98 -2.12
O 1.68 -1.20 -0.92
O -0.06 -2.08 -2.00
C 1.95 -1.37 -3.52
F 1.62 -2.20 -4.53
F 1.54 -0.12 -3.76
F 3.27 -1.32 -3.52
C 3.01 -1.23 -0.36
C 3.02 -0.17 0.65
H 2.48 -0.65 1.47
H 4.02 0.05 1.03
H 2.58 0.77 0.32
H 3.82 -1.01 -1.06
H 3.27 -2.19 0.08
H 1.85 -2.93 -1.93
C -0.20 -1.93 4.19
O 0.40 -1.09 5.12
H -0.57 -1.39 3.32
H 0.56 -2.60 3.79
H -0.99 -2.46 4.73
H -0.19 -0.34 5.23
C 0.34 4.95 -0.80
O 1.56 5.17 -1.49
H 0.02 3.91 -0.89
H 0.47 5.24 0.24
H -0.50 5.50 -1.23
H 2.26 4.73 -1.01
C 1.38 1.71 3.21
O 0.25 2.45 3.67
H 2.04 2.37 2.67
H 2.06 1.44 4.02
H 1.02 0.80 2.73
H -0.09 2.07 4.49
C -1.77 2.72 0.70
O -2.20 1.61 -0.06
H -0.70 2.78 0.87
H -2.12 3.56 0.10
H -2.22 2.60 1.69
H -3.16 1.59 -0.07
C -3.58 -2.32 -1.45
O -2.95 -1.30 -0.71
H -3.08 -2.62 -2.38
H -3.59 -3.23 -0.85
H -4.63 -2.04 -1.54
H -3.49 -1.08 0.05
C 0.48 -3.95 0.82
O -0.67 -4.12 -0.02
H 0.59 -2.91 1.15
H 0.48 -4.54 1.74
H 1.40 -4.14 0.27
H -0.70 -3.42 -0.68
C -1.97 1.64 -3.34
O -1.78 0.34 -2.91
H -1.40 2.35 -2.75
H -1.57 1.71 -4.35
H -3.03 1.91 -3.34
H -2.36 -0.16 -3.49
*
```

The net atomic charges from Löwdin, expressed in e, are: -0.31, 0.95, -0.30, -0.29, -0.18, -0.23, -0.55, 0.13, 0.15, 0.15, -0.26, -0.09, 0.07, 0.09, 0.08, 0.11, 0.12, 0.15, -0.17, -0.12, 0.06, 0.08, 0.08, 0.07, -0.17, -0.11, 0.04, 0.08, 0.08, 0.08, -0.16, -0.13, 0.08, 0.08, 0.06, 0.06, -0.10, -0.17, 0.08, 0.09, 0.10, 0.11, -0.10, -0.17, 0.10, 0.09, 0.09, 0.10, -0.15, -0.13, 0.05, 0.08, 0.07, 0.01, -0.14, -0.16, 0.08, 0.10, 0.09, 0.11

---

# 2
ORCA calculation (ωB97M-V with the def2-TZVPD basis set) on C11H34FO6S5Zr as an isolated structure in a non-equilibrium geometry.

Computed properties:
calculated total energy: -3027.7866 Eh
HOMO energy: -16.04 eV

Geometry as ORCA input:
```
! RIJCOSX wB97M-V def2-TZVPD def2/J DEFGRID3
* xyz 3 1
Zr 0.09 -2.29 -0.12
F 0.13 -0.22 0.30
C -0.35 3.49 0.92
O -1.05 2.28 0.61
H 0.61 3.25 1.40
H -0.06 4.01 0.01
H -0.88 4.13 1.62
H -0.46 1.53 0.70
C -3.95 -2.52 2.22
S -2.31 -1.84 2.59
O -1.40 -2.26 1.43
C -2.68 -0.08 2.34
H -4.25 -2.18 1.23
H -4.66 -2.30 3.01
H -3.86 -3.61 2.12
H -2.68 0.11 1.27
H -1.92 0.57 2.75
H -3.61 0.19 2.84
C 0.44 0.94 -3.37
S 1.43 -0.55 -3.06
O 0.57 -1.42 -2.13
C 1.48 -1.30 -4.72
H 0.88 1.66 -4.05
H 0.32 1.41 -2.40
H -0.54 0.60 -3.71
H 1.76 -2.35 -4.59
H 2.25 -0.85 -5.35
H 0.52 -1.15 -5.19
C 0.86 -0.82 4.40
S 1.95 -1.54 3.15
O 1.08 -2.06 1.99
C 2.73 -0.03 2.51
H 0.05 -1.47 4.72
H 0.41 0.12 4.04
H 1.47 -0.49 5.25
H 3.18 -0.28 1.55
H 3.53 0.28 3.18
H 1.94 0.70 2.40
C 5.26 1.90 0.66
S 4.69 1.12 -0.87
O 4.44 -0.34 -0.50
C 3.01 1.82 -0.91
H 5.32 2.97 0.47
H 6.19 1.43 0.98
H 4.55 1.74 1.48
H 2.35 1.37 -0.16
H 2.57 1.66 -1.88
H 2.98 2.90 -0.73
C -4.08 -2.20 -2.26
S -3.15 -1.21 -1.06
O -1.72 -1.76 -1.11
C -3.13 0.35 -1.99
H -3.43 -2.69 -2.99
H -4.91 -1.63 -2.67
H -4.65 -2.95 -1.70
H -4.15 0.71 -2.10
H -2.77 0.14 -3.00
H -2.43 1.02 -1.50
*
```

The net atomic charges from Löwdin, expressed in e, are: 2.20, -0.43, -0.12, -0.15, 0.07, 0.08, 0.09, 0.00, -0.19, 1.01, -0.73, -0.19, 0.03, 0.09, 0.08, 0.02, 0.06, 0.09, -0.19, 0.97, -0.70, -0.18, 0.10, 0.05, 0.05, 0.07, 0.09, 0.07, -0.21, 1.01, -0.71, -0.22, 0.06, 0.06, 0.08, 0.03, 0.08, 0.05, -0.23, 0.89, -0.59, -0.27, 0.07, 0.07, 0.03, 0.03, -0.01, 0.07, -0.17, 0.98, -0.70, -0.17, 0.08, 0.09, 0.07, 0.09, 0.07, 0.06

---

# 3
ORCA calculation (ωB97M-V with the def2-TZVPD basis set) on C11H34InO6S5 as an isolated structure in a non-equilibrium geometry.

Computed properties:
calculated total energy: -3070.6343 Eh
HOMO energy: -14.65 eV
ΔE to the lowest compared entry with this formula, charge and spin: 487.08 kJ/mol

Geometry as ORCA input:
```
! RIJCOSX wB97M-V def2-TZVPD def2/J DEFGRID3
* xyz 3 1
In 0.47 -1.30 0.76
C 3.96 -2.54 -3.86
O 4.00 -1.85 -2.66
H 3.22 -3.34 -3.88
H 3.86 -1.89 -4.73
H 4.95 -2.98 -3.99
H 4.82 -1.36 -2.70
C -5.72 3.74 0.24
S -4.97 2.78 -1.12
O -4.06 1.68 -0.57
C -6.46 1.82 -1.76
H -5.11 4.42 0.83
H -6.21 3.14 1.01
H -6.48 4.40 -0.16
H -6.10 1.16 -2.54
H -7.27 2.40 -2.19
H -6.88 1.22 -0.95
C 6.66 2.47 3.37
S 6.07 2.72 1.69
O 4.87 1.83 1.56
C 5.52 4.45 1.83
H 6.10 2.90 4.20
H 7.68 2.82 3.51
H 6.54 1.38 3.46
H 5.09 4.79 2.78
H 4.58 4.54 1.28
H 6.24 5.17 1.44
C 0.44 4.64 -4.48
S 1.84 3.89 -3.48
O 1.35 2.50 -3.01
C 3.07 3.47 -4.78
H -0.12 3.97 -5.13
H 0.97 5.38 -5.08
H -0.21 5.23 -3.84
H 3.72 2.68 -4.42
H 3.59 4.38 -5.07
H 2.56 3.12 -5.68
C -4.13 0.11 7.16
S -4.32 0.86 5.42
O -3.37 0.14 4.46
C -6.01 0.19 5.11
H -3.19 0.44 7.61
H -4.07 -0.98 7.15
H -4.89 0.27 7.92
H -6.26 0.26 4.05
H -6.76 0.86 5.55
H -6.22 -0.74 5.63
C 1.48 -8.69 -2.37
S 1.20 -7.68 -0.83
O 0.46 -6.42 -1.23
C -0.08 -8.81 0.03
H 0.52 -8.75 -2.89
H 1.82 -9.71 -2.17
H 2.13 -8.20 -3.09
H -0.95 -8.87 -0.62
H -0.32 -8.35 0.99
H 0.39 -9.78 0.19
*
```

The net atomic charges from Löwdin, expressed in e, are: 0.97, -0.19, -0.13, 0.08, 0.08, 0.08, 0.08, -0.24, 0.95, -0.49, -0.19, 0.06, 0.06, 0.07, 0.06, 0.07, 0.06, -0.23, 0.94, -0.49, -0.23, 0.07, 0.07, 0.06, 0.07, 0.05, 0.07, -0.20, 0.96, -0.50, -0.21, 0.07, 0.06, 0.06, 0.06, 0.06, 0.07, -0.21, 0.94, -0.51, -0.23, 0.05, 0.06, 0.07, 0.06, 0.06, 0.07, -0.21, 0.95, -0.49, -0.17, 0.06, 0.07, 0.06, 0.07, 0.05, 0.06

---

# 4
ORCA calculation (ωB97M-V with the def2-TZVPD basis set) on a 6-piece molecular cluster, C11H34O6 overall in a non-equilibrium geometry.

Computed properties:
calculated total energy: -890.8357 Eh
SMILES: CCO.CCO.CCO.CCO.CCO.CO
HOMO energy: -9.80 eV
ΔE to the lowest compared entry with this formula, charge and spin: 257.75 kJ/mol

Geometry as ORCA input:
```
! RIJCOSX wB97M-V def2-TZVPD def2/J DEFGRID3
* xyz 0 1
C 3.09 -2.73 1.29
C 2.46 -3.24 0.03
O 3.34 -4.22 -0.56
H 3.12 -3.44 2.12
H 2.49 -1.89 1.67
H 4.12 -2.40 1.18
H 2.28 -2.40 -0.64
H 1.47 -3.68 0.15
H 3.64 -3.86 -1.40
C 3.90 4.71 0.71
C 2.39 4.57 0.65
O 1.85 5.88 0.76
H 4.38 3.83 0.29
H 4.31 4.91 1.70
H 4.21 5.57 0.11
H 1.94 3.96 1.45
H 2.09 4.06 -0.27
H 0.89 5.88 0.79
C -0.98 -4.93 0.18
C -1.69 -4.53 1.46
O -0.96 -3.47 2.12
H -0.05 -5.49 0.25
H -0.75 -4.04 -0.41
H -1.66 -5.53 -0.42
H -1.82 -5.38 2.13
H -2.69 -4.09 1.38
H -0.14 -3.83 2.48
C -0.18 0.99 0.21
C -0.36 -0.20 1.11
O -1.26 -1.11 0.52
H -0.16 0.70 -0.84
H 0.66 1.61 0.51
H -1.04 1.64 0.41
H -0.57 0.07 2.16
H 0.62 -0.71 1.23
H -1.26 -1.94 1.03
C -1.07 2.83 -3.09
C -0.99 3.08 -4.59
O 0.09 4.01 -4.82
H -1.10 3.73 -2.49
H -0.11 2.34 -2.90
H -1.89 2.15 -2.83
H -1.93 3.39 -5.08
H -0.68 2.18 -5.15
H -0.21 4.75 -5.36
C -4.70 -0.80 1.66
O -5.88 -0.05 1.72
H -3.85 -0.25 1.25
H -4.39 -1.28 2.60
H -4.84 -1.61 0.94
H -6.13 0.26 2.59
*
```

The net atomic charges from Löwdin, expressed in e, are: -0.09, -0.31, -0.08, 0.07, 0.06, 0.08, 0.12, 0.08, 0.08, -0.09, -0.33, -0.09, 0.07, 0.07, 0.08, 0.10, 0.10, 0.08, -0.09, -0.27, -0.11, 0.08, 0.07, 0.08, 0.11, 0.11, 0.09, -0.08, -0.34, -0.09, 0.07, 0.06, 0.08, 0.11, 0.09, 0.04, -0.09, -0.31, -0.10, 0.07, 0.07, 0.08, 0.11, 0.11, 0.07, -0.18, -0.11, 0.06, 0.08, 0.08, 0.07

---

Q: The lowest HOMO energy belongs to which entry?
A: C11H34FO6S5Zr

---

Q: Which of these has the highest calculated total energy?
A: C11H34O6

---

Q: Among the records above, which one has the highest HOMO energy?
A: C11H34F3O11V